18
Properties=species:S:1:pos:R:3:nbo_charge:R:1 method="wB97M-V/def2-TZVPD" smiles=O.O.O.O.O.O total_energy_ev=-12478.8965 multiplicity=1 homo_lumo_gap_ev=11.21
H -0.498 0.741 0.994 0.4795
H -0.651 2.231 0.738 0.4596
H -4.916 0.847 0.679 0.4726
H -3.977 1.135 -0.480 0.4759
H 1.991 -0.148 0.538 0.4674
H 1.262 -1.341 1.134 0.4769
H 2.483 -1.330 -0.550 0.4849
H 3.267 -2.359 0.248 0.4693
H 2.374 1.226 -0.262 0.4476
H 3.303 2.217 -0.944 0.4674
H -1.549 -1.881 -1.140 0.4651
H -2.889 -1.367 -0.639 0.4820
O -0.516 1.392 0.284 -0.9402
O -4.539 0.445 -0.111 -0.9476
O 1.176 -0.656 0.462 -0.9312
O 3.329 -1.466 -0.110 -0.9678
O 2.456 2.160 -0.487 -0.9135
O -2.104 -1.846 -0.352 -0.9478

***

18
Properties=species:S:1:pos:R:3:nbo_charge:R:1 method="wB97M-V/def2-TZVPD" smiles=O.O.O.O.O.O total_energy_ev=-12479.5654 multiplicity=1 homo_lumo_gap_ev=10.60
O -13.265 -14.639 15.900 -1.0039
H -12.858 -15.453 15.573 0.4977
H -14.115 -14.669 15.449 0.5034
O -11.864 -16.469 14.597 -0.9695
H -11.398 -17.276 14.652 0.4872
H -11.380 -15.880 13.965 0.5074
O -12.545 -12.167 14.915 -0.9725
H -12.991 -11.820 14.167 0.4522
H -12.822 -13.102 15.083 0.4930
O -15.542 -13.896 14.769 -0.9508
H -16.076 -13.436 15.389 0.4868
H -15.419 -13.270 14.020 0.4885
O -11.185 -14.799 17.552 -0.9624
H -12.042 -14.641 17.101 0.4910
H -11.121 -15.750 17.641 0.4515
O -13.368 -16.021 12.169 -0.9244
H -13.194 -16.961 12.005 0.4642
H -13.644 -16.058 13.018 0.4605

***

18
Properties=species:S:1:pos:R:3:nbo_charge:R:1 method="wB97M-V/def2-TZVPD" smiles=O.O.O.O.O.O total_energy_ev=-12479.4534 multiplicity=1 homo_lumo_gap_ev=10.22
O -21.698 8.554 -1.934 -0.9566
H -21.420 8.598 -2.850 0.4761
H -21.298 9.374 -1.583 0.4837
O -23.025 6.096 -1.240 -0.9616
H -23.098 7.052 -1.220 0.5008
H -22.134 5.923 -1.483 0.4826
O -20.557 5.232 -0.728 -0.9381
H -20.195 4.452 -1.177 0.4834
H -20.248 5.992 -1.263 0.4737
O -23.325 4.897 -3.622 -0.9846
H -23.298 5.405 -2.798 0.4899
H -22.505 4.988 -4.161 0.4622
O -22.365 2.473 -0.422 -0.9240
H -22.924 2.534 -1.193 0.4620
H -22.036 3.343 -0.545 0.4612
O -22.717 5.027 1.451 -0.9811
H -22.815 5.512 0.644 0.4911
H -23.398 4.379 1.644 0.4793

***

18
Properties=species:S:1:pos:R:3:nbo_charge:R:1 method="wB97M-V/def2-TZVPD" smiles=O.O.O.O.O.O total_energy_ev=-12479.2751 multiplicity=1 homo_lumo_gap_ev=10.32
O -25.529 -27.288 -11.790 -0.9557
H -25.662 -26.774 -11.005 0.4421
H -25.263 -28.153 -11.489 0.4891
O -25.537 -28.701 -8.116 -0.9552
H -25.373 -28.803 -7.194 0.5052
H -24.779 -28.236 -8.540 0.4952
O -27.840 -27.548 -8.372 -0.9578
H -27.082 -28.177 -8.342 0.4750
H -27.517 -26.920 -9.024 0.4530
O -24.944 -29.584 -10.638 -0.9810
H -24.267 -30.298 -10.555 0.4987
H -25.257 -29.414 -9.732 0.4800
O -21.783 -31.673 -11.998 -0.9488
H -20.958 -32.188 -11.867 0.4689
H -22.159 -31.685 -11.078 0.4745
O -22.602 -30.769 -9.457 -0.9475
H -22.917 -30.277 -8.722 0.4777
H -22.244 -30.079 -10.015 0.4865